C12H24AuN4O2V | ωB97M-V/def2-TZVPD

As for the LUMO energy (alpha / beta): -10.14 / -10.13 eV. Its charge is +2. The calculation puts the HOMO-LUMO gap (alpha / beta) at 6.5 / 6.5 eV.

Atoms and positions in Å:
N 2.15648 -0.51514 0.97678
C 3.07571 -0.91340 1.65729
O 4.00702 -1.33428 2.26740
Au 0.88681 0.87282 -2.15062
V 0.42792 -0.10455 0.25734
N -0.50754 -1.52198 -0.47971
N -0.18055 1.65198 -0.34192
C -0.39645 -2.92027 -0.06298
C 0.38172 3.00531 -0.28686
C 0.77695 -3.54151 -0.81328
C -1.67797 -3.70426 -0.34791
C -0.11008 -3.00606 1.42879
C 0.08447 3.69801 -1.63352
C -0.20517 3.85644 0.84212
C 1.87717 2.87665 -0.04586
H 0.61958 -3.47838 -1.89159
H 0.87310 -4.59853 -0.53324
H 1.71305 -3.01880 -0.57496
H -2.52959 -3.22513 0.14907
H -1.56666 -4.72348 0.04281
H -1.87981 -3.78023 -1.42024
H 0.82989 -2.52202 1.71835
H -0.04044 -4.06592 1.70011
H -0.92849 -2.57151 2.01018
H 0.40573 3.08852 -2.50780
H 0.62705 4.65408 -1.68668
H -0.99562 3.87336 -1.73252
H -1.27179 4.05632 0.68890
H 0.32091 4.82519 0.83676
H -0.05473 3.37514 1.81996
H 2.09488 2.35690 0.89955
H 2.31793 3.88103 -0.02131
H 2.36222 2.30710 -0.85382
C -1.65255 1.61655 -0.37883
H -1.98989 0.63798 -0.02404
H -2.09848 2.38261 0.26735
H -2.02109 1.77953 -1.39690
C -1.16705 -1.38444 -1.78504
H -2.26419 -1.33405 -1.65797
H -0.83186 -0.47770 -2.33152
H -0.91721 -2.23925 -2.43563
O -0.15058 0.05785 4.47393
C -0.17273 0.05831 3.28080
N -0.22807 0.06920 2.07729